A cluster of 10 separate species, C28H83N7O10 in total at a distorted geometry. Source: the Open Molecules 2025 dataset; level of theory: ωB97M-V/def2-TZVPD.

As for the SMILES: COC[C@H](C)N.COC[C@H](C)N.COC[C@H](C)N.COC[C@H](C)N.COC[C@H](C)N.COC[C@H](C)N.COC[C@H](C)N.O.O.O. As for the total charge: 0. The total energy comes out at -61280.136 eV. Its energy above the lowest of the compared OMol25 structures with the same formula, charge and spin is 415.45 kJ/mol. The value obtained for the HOMO-LUMO gap is 8.9747 eV. The HOMO energy comes out at -8.850 eV.

Atoms and positions in Å:
C1 10.0102 -5.8882 -10.6204
O1 8.8725 -6.5090 -10.2470
C2 8.7780 -7.8427 -10.8260
C3 7.4520 -8.5836 -10.4877
C4 7.3460 -8.9270 -8.9768
N1 7.3377 -9.7690 -11.3084
H1 9.8325 -5.5322 -11.6352
H2 10.8476 -6.5855 -10.5988
H3 10.2712 -4.9800 -10.0771
H4 8.7650 -7.7687 -11.9134
H5 9.6592 -8.4030 -10.5136
H6 6.6488 -7.8696 -10.6702
H7 7.5832 -8.0744 -8.3405
H8 8.0526 -9.6994 -8.6729
H9 6.3666 -9.3231 -8.7082
H10 7.1296 -9.4062 -12.2277
H11 8.2616 -10.1354 -11.4882
C5 1.6200 0.1275 2.2052
O2 2.1481 -1.1724 1.9475
C6 1.2086 -2.1837 1.4738
C7 1.7001 -3.7101 1.4400
C8 3.0406 -3.9836 0.6556
N2 0.7197 -4.4765 0.7289
H12 2.4185 0.8553 2.0612
H13 1.2297 0.1898 3.2210
H14 0.8796 0.3644 1.4410
H15 0.3280 -2.1064 2.1116
H16 0.8939 -1.9053 0.4681
H17 1.7491 -4.1178 2.4497
H18 3.7878 -3.4275 1.2218
H19 2.9762 -3.4366 -0.2850
H20 3.2793 -5.0456 0.7116
H21 0.8984 -5.4700 0.6965
H22 0.6857 -4.2468 -0.2541
C9 -4.4198 -10.1414 -5.1210
O3 -4.3860 -8.7908 -4.7022
C10 -3.1457 -8.1682 -4.5063
C11 -3.3338 -6.5653 -4.4016
C12 -4.3979 -5.8870 -5.2763
N3 -2.0345 -5.9301 -4.5142
H23 -5.4533 -10.4301 -4.9297
H24 -3.6642 -10.7780 -4.6608
H25 -4.3771 -10.1156 -6.2099
H26 -2.7559 -8.4349 -3.5240
H27 -2.3981 -8.4540 -5.2462
H28 -3.6313 -6.3667 -3.3720
H29 -4.1113 -6.2764 -6.2532
H30 -4.3762 -4.7972 -5.2759
H31 -5.4263 -6.2443 -5.2230
H32 -1.8251 -6.0113 -5.4989
H33 -2.0624 -4.9261 -4.4080
C13 -1.5626 0.5672 -4.5901
O4 -0.7982 -0.3871 -5.3956
C14 0.6111 -0.3226 -5.4012
C15 1.1702 0.7732 -6.3176
C16 0.7622 0.5555 -7.7446
N4 2.6021 0.9021 -6.1657
H34 -1.6751 0.2496 -3.5535
H35 -2.6213 0.5240 -4.8457
H36 -1.1521 1.5766 -4.6186
H37 0.9848 -0.2202 -4.3825
H38 0.9882 -1.2830 -5.7528
H39 0.7387 1.7609 -6.1546
H40 1.1195 -0.3824 -8.1698
H41 1.1130 1.4243 -8.3016
H42 -0.3203 0.5624 -7.8717
H43 3.0296 0.0485 -6.4953
H44 2.8378 0.8245 -5.1866
C17 1.7768 -13.9266 -7.1284
O5 2.1853 -15.1740 -7.7127
C18 3.2479 -15.0774 -8.6185
C19 3.1841 -16.4103 -9.4432
C20 3.4570 -17.5182 -8.4158
N5 4.1356 -16.4653 -10.5646
H45 2.6646 -13.2977 -7.0610
H46 1.4082 -14.2005 -6.1399
H47 0.9813 -13.5940 -7.7952
H48 3.1229 -14.2009 -9.2543
H49 4.1855 -14.8985 -8.0922
H50 2.1814 -16.5812 -9.8348
H51 2.7181 -17.4269 -7.6196
H52 4.4375 -17.3742 -7.9619
H53 3.4700 -18.4659 -8.9540
H54 4.0818 -15.5923 -11.0696
H55 5.0176 -16.3651 -10.0828
C21 -3.4853 -7.5188 -13.5439
O6 -2.0938 -7.3909 -13.0721
C22 -1.9759 -6.7009 -11.7933
C23 -0.4460 -6.8839 -11.3599
C24 -0.0776 -8.2786 -10.8800
N6 -0.1679 -6.0296 -10.2134
H56 -4.0071 -6.5618 -13.5369
H57 -4.0283 -8.2306 -12.9221
H58 -3.5490 -7.8602 -14.5770
H59 -2.1442 -5.6507 -12.0318
H60 -2.6482 -7.0877 -11.0275
H61 0.2432 -6.5165 -12.1202
H62 -0.4146 -9.0034 -11.6210
H63 -0.7036 -8.5998 -10.0475
H64 1.0042 -8.4117 -10.8896
H65 -0.4933 -5.0752 -10.2718
H66 0.8353 -6.0818 -10.1080
C25 8.5439 -6.7664 -2.9836
O7 7.9363 -5.5162 -3.2706
C26 8.7064 -4.3626 -3.4953
C27 8.1064 -3.5118 -4.5714
C28 8.7108 -2.1413 -4.7784
N7 6.6960 -3.2644 -4.2918
H67 7.7163 -7.4001 -2.6647
H68 9.2093 -6.6370 -2.1301
H69 9.1023 -7.2692 -3.7732
H70 8.8336 -3.8223 -2.5572
H71 9.7064 -4.6092 -3.8520
H72 8.2253 -4.0226 -5.5269
H73 8.1730 -1.3649 -5.3226
H74 9.7316 -2.1258 -5.1603
H75 8.9053 -1.7507 -3.7796
H76 6.4297 -4.0167 -3.6728
H77 6.7399 -2.4711 -3.6681
O8 5.2734 -4.8778 -8.4778
H78 5.5690 -4.4255 -7.6876
H79 6.0805 -5.1202 -8.9316
O9 2.4731 -7.6044 -4.6110
H80 3.1453 -7.2508 -5.1934
H81 1.7853 -6.9387 -4.6061
O10 2.7666 -10.0734 -0.0482
H82 2.5572 -11.0061 -0.0967
H83 2.4575 -9.7144 -0.8800

=====

A cluster of 8 separate species, C28H84BF4N7O7 in total at a distorted geometry. Source: the Open Molecules 2025 dataset; level of theory: ωB97M-V/def2-TZVPD.

As for the total charge: +6. The total energy comes out at -66652.065 eV. Its energy above the lowest of the compared OMol25 structures with the same formula, charge and spin is 0.00 kJ/mol. The value obtained for the HOMO-LUMO gap is 9.4195 eV. The HOMO energy comes out at -18.555 eV.

Atoms and positions in Å:
B1 -9.2302 -3.0898 14.0780
F1 -8.1337 -3.9303 14.1107
F2 -9.3898 -2.4790 15.3207
F3 -8.9884 -2.1854 13.0438
F4 -10.3636 -3.7730 13.7772
C1 -2.9724 0.2924 15.9837
C2 -1.5281 -0.2744 16.1362
C3 -1.4986 -1.7841 15.8570
O1 -0.1434 -2.2981 15.8518
C4 -0.0096 -3.4887 15.0797
N1 -0.6195 0.3954 15.0912
H1 -0.5045 1.3910 15.2159
H2 0.3081 0.0030 15.0154
H3 -1.0050 0.2716 14.1659
H4 -3.3379 0.3956 14.9620
H5 -3.1666 1.2495 16.4676
H6 -3.6649 -0.3931 16.4720
H7 -1.0961 -0.2319 17.1361
H8 -2.0941 -2.0417 14.9812
H9 -2.0262 -2.2449 16.6921
H10 -0.7477 -4.2725 15.2498
H11 0.9467 -3.9921 15.2215
H12 -0.1008 -3.2816 14.0135
C5 -12.9767 4.3792 11.7135
C6 -11.5741 4.7970 12.3659
C7 -11.6340 6.2764 12.8752
O2 -12.2386 6.5497 14.1129
C8 -13.6194 6.9120 14.0606
N2 -11.2844 3.7446 13.4405
H13 -10.5985 3.9840 14.1422
H14 -12.1688 3.4455 13.8257
H15 -10.9870 2.8769 13.0177
H16 -12.8466 3.4493 11.1600
H17 -13.2779 5.0595 10.9169
H18 -13.7960 4.3851 12.4325
H19 -10.6734 4.6286 11.7756
H20 -12.1409 6.9187 12.1550
H21 -10.6316 6.6602 13.0646
H22 -13.9352 6.9509 15.1031
H23 -14.4008 6.3087 13.5986
H24 -13.6273 7.9107 13.6240
C9 -3.6221 -6.4427 6.6505
C10 -3.7656 -6.8401 8.1658
C11 -2.3940 -6.9800 8.8569
O3 -1.6056 -8.0270 8.2237
C12 -2.0217 -9.3907 8.5237
N3 -4.5651 -5.7187 8.8195
H25 -4.7197 -5.8444 9.8096
H26 -4.1370 -4.8065 8.7509
H27 -5.5485 -5.7644 8.5941
H28 -2.8590 -5.7899 6.2267
H29 -4.5354 -6.0557 6.1988
H30 -3.4220 -7.3431 6.0697
H31 -4.3723 -7.7348 8.3054
H32 -2.6151 -7.1985 9.9016
H33 -1.8350 -6.0443 8.8612
H34 -1.3060 -10.0753 8.0684
H35 -2.9975 -9.6675 8.1246
H36 -2.1179 -9.6143 9.5861
C13 -10.7851 -4.8513 20.3321
C14 -12.0792 -4.0897 20.6966
C15 -11.8412 -2.9666 21.7528
O4 -12.9265 -2.0765 21.8462
C16 -12.7280 -1.1624 22.8661
N4 -12.6807 -3.4955 19.3873
H37 -13.3215 -2.7575 19.6419
H38 -11.9371 -3.0582 18.8620
H39 -13.1630 -4.2136 18.8658
H40 -10.3260 -5.2715 21.2270
H41 -10.0685 -4.1702 19.8731
H42 -10.9856 -5.6365 19.6031
H43 -12.9560 -4.5927 21.1044
H44 -10.8935 -2.4458 21.6162
H45 -11.6124 -3.5635 22.6356
H46 -12.1384 -0.3128 22.5215
H47 -12.1887 -1.5525 23.7293
H48 -13.6508 -0.9685 23.4130
C17 -13.0291 -14.2684 17.8044
C18 -12.4278 -13.9720 16.4331
C19 -11.9418 -12.4564 16.3475
O5 -11.3882 -12.2022 15.0479
C20 -10.7634 -10.9550 14.9343
N5 -11.2300 -14.9299 16.2012
H49 -10.5515 -14.5771 15.5414
H50 -10.8594 -15.2790 17.0735
H51 -11.7212 -15.7434 15.8589
H52 -13.5403 -15.2304 17.8401
H53 -13.7443 -13.5357 18.1783
H54 -12.3096 -14.2737 18.6232
H55 -13.1341 -14.1992 15.6347
H56 -11.2774 -12.1943 17.1709
H57 -12.8027 -11.8015 16.4819
H58 -11.5118 -10.1864 15.1270
H59 -10.3216 -10.7355 13.9623
H60 -9.9917 -10.8620 15.6985
C21 -7.2339 8.3371 21.2362
C22 -7.7394 6.8106 21.1649
C23 -8.0678 6.5803 19.6640
O6 -8.3621 5.2325 19.2052
C24 -9.5205 4.7248 19.7112
N6 -6.4744 5.9947 21.4826
H61 -6.0218 6.2118 22.3590
H62 -6.7379 5.0236 21.5697
H63 -5.7915 6.0986 20.7458
H64 -6.8151 8.6541 22.1912
H65 -8.0281 9.0080 20.9086
H66 -6.4901 8.6288 20.4947
H67 -8.4566 6.6477 21.9693
H68 -7.2158 6.9425 19.0887
H69 -9.0129 7.0423 19.3786
H70 -10.3889 5.2838 19.3627
H71 -9.5456 4.8050 20.7979
H72 -9.6414 3.7054 19.3447
C25 -14.7819 -4.5650 9.3546
C26 -14.9650 -6.0420 9.0514
C27 -15.9360 -6.8384 10.0092
O7 -16.0802 -8.1654 9.6113
C28 -15.0706 -9.1704 10.0273
N7 -15.4571 -6.2560 7.6022
H73 -16.2776 -5.7504 7.3001
H74 -14.7838 -5.9108 6.9332
H75 -15.5709 -7.2543 7.4993
H76 -15.7082 -4.0649 9.0719
H77 -14.0082 -4.0865 8.7541
H78 -14.7638 -4.2963 10.4108
H79 -13.9827 -6.5139 9.0738
H80 -16.9122 -6.3594 9.9347
H81 -15.6865 -6.8067 11.0698
H82 -15.3643 -10.1729 9.7162
H83 -15.0309 -9.3582 11.1003
H84 -14.0261 -9.0184 9.7556